The following is a quantum chemistry calculation of a molecular structure, C33H34ClNOPPtS, from OMol25.

Output
* 2S+1: 5
* LUMO level (spin up / spin down): -2.304 / -5.484 eV
* net charge: +1
* gap between HOMO and LUMO (spin up / spin down): 6.83 / 5.22 eV
* electronic energy: -2726.57153 Eh

Geometry as XYZ:
```
73
Properties=species:S:1:pos:R:3:lowdin_charge:R:1
C -0.61 2.65 4.32 -0.07
C -2.74 3.25 5.29 -0.06
C -1.42 5.12 -1.24 -0.01
C -0.78 4.38 0.96 -0.05
C -2.64 2.38 3.05 -0.11
H -3.31 3.63 6.12 0.11
H 3.61 0.36 4.19 0.11
S 2.72 -0.02 -2.44 0.80
H -2.93 -3.08 1.22 0.14
N -1.48 -1.59 1.50 -0.30
C 4.12 1.62 2.52 -0.06
C -0.96 -3.30 -3.15 -0.07
H 1.19 0.43 3.74 0.11
C 1.39 1.73 2.03 -0.41
H -2.80 -0.27 2.46 0.07
C -1.25 2.26 3.15 -0.36
H -3.40 -4.22 -0.97 0.12
C -2.01 -2.62 -0.66 -0.25
H -1.32 -0.63 3.37 0.08
Pt -0.16 -0.17 -0.15 1.02
H 3.75 0.10 -4.58 0.06
H -3.14 2.12 2.12 0.11
H 0.47 -1.74 -2.81 0.07
H 0.47 2.60 4.41 0.10
H -3.35 -1.49 0.58 0.14
H 0.35 -2.13 2.41 0.05
H -0.58 4.62 1.99 0.12
C -2.57 -3.66 -1.39 -0.03
H -1.26 0.11 -2.95 0.08
H -2.61 -1.84 3.26 0.11
H 2.00 0.45 -4.63 0.06
H -4.45 2.97 4.02 0.11
H -0.85 3.46 6.29 0.11
H -1.14 6.43 0.41 0.11
C 4.25 0.58 -1.75 -0.26
C -2.06 -3.99 -2.63 -0.06
C -0.40 -2.26 -2.42 -0.12
C -1.36 3.15 5.38 -0.06
O 1.62 0.83 -1.84 -0.63
H 4.30 0.23 -0.72 0.03
C 2.93 0.63 -4.09 -0.24
C -2.53 -2.21 0.68 -0.16
C -0.93 -1.93 -1.18 -0.21
C 2.28 2.41 1.19 -0.08
C -1.76 3.45 -3.04 -0.01
C -1.74 2.15 -3.45 -0.05
H -0.94 -3.35 2.51 0.11
C -1.00 2.75 -0.82 -0.21
C -0.72 3.08 0.52 -0.32
H 5.18 1.58 2.72 0.11
C 1.87 0.98 3.10 -0.15
C -1.30 1.12 -2.58 -0.09
C 3.23 0.94 3.35 -0.07
Cl 1.92 -1.11 0.53 0.14
C -0.47 -2.60 1.87 -0.13
H -0.54 -3.57 -4.11 0.11
C -0.95 1.41 -1.29 -0.25
H -2.06 4.24 -3.72 0.12
C -1.39 3.78 -1.71 -0.15
C -1.11 5.41 0.06 -0.05
H -2.49 -4.81 -3.20 0.11
H -2.04 1.89 -4.46 0.11
C -2.09 -1.04 2.72 -0.09
H 3.13 1.70 -4.03 0.07
C -3.38 2.87 4.11 -0.06
P -0.37 1.71 1.64 1.07
H 4.22 1.67 -1.80 0.06
H 1.90 2.97 0.34 0.11
H 5.08 0.18 -2.34 0.07
H -1.71 5.90 -1.93 0.12
C 3.64 2.36 1.45 -0.07
H -0.07 -3.07 0.98 0.07
H 4.33 2.89 0.81 0.11
```



The following is a quantum chemistry calculation of a molecular structure, C33H34FN5O2OsS, from OMol25.

Output
* LUMO level (spin up / spin down): -6.608 / -6.967 eV
* net charge: +2
* gap between HOMO and LUMO (spin up / spin down): 6.79 / 6.70 eV
* electronic energy: -2290.30914 Eh

Geometry as XYZ:
```
77
Properties=species:S:1:pos:R:3:lowdin_charge:R:1
C 2.91 3.15 -1.37 0.01
C -4.92 1.75 1.41 -0.03
H -4.10 1.29 -0.52 0.12
H 5.09 -2.74 3.54 0.12
C -1.84 -3.74 0.88 -0.03
C 2.09 2.66 -0.37 -0.06
H 2.94 0.12 -3.47 0.18
H -5.93 1.48 1.13 0.12
H 1.11 1.46 -2.58 0.09
C 4.09 -2.48 3.21 -0.02
C 2.95 -0.86 -1.72 -0.52
H -3.18 2.98 4.05 0.12
C 1.89 -2.29 2.96 -0.28
C -2.52 3.00 -2.25 -0.07
H 4.35 0.86 1.38 0.10
C -2.04 0.65 -2.59 -0.10
H 1.07 3.01 -0.32 0.07
H -1.62 -0.28 -2.23 0.10
H 2.29 1.04 2.62 0.08
C -2.37 -4.51 -0.14 -0.05
C 0.53 -2.28 2.97 -0.04
H -2.13 -5.56 -0.20 0.12
C 2.57 1.78 0.61 -0.31
H 0.87 1.90 1.98 0.05
C -1.99 1.80 -1.81 -0.41
H 5.31 -1.66 -0.47 0.09
C -2.34 2.49 2.14 -0.08
C 2.91 -2.93 3.72 0.01
H -4.23 -2.15 -1.70 0.11
C 4.23 2.76 -1.39 -0.27
C -3.54 -2.59 -0.99 -0.06
H -1.40 -0.36 -0.06 -0.02
C -2.15 -2.38 0.98 -0.22
C -3.37 2.60 3.06 -0.04
C -3.90 1.64 0.49 -0.08
H -1.33 2.80 2.41 0.11
C 3.93 1.45 0.57 -0.03
C -3.13 3.05 -3.50 -0.04
H -5.47 2.32 3.41 0.12
H -2.71 -0.18 -4.45 0.12
N 1.12 0.45 -2.48 0.08
H -2.47 3.89 -1.63 0.13
H 5.60 -2.66 -1.91 0.11
H 4.46 -1.05 1.52 0.09
F 5.03 3.21 -2.35 0.11
H 4.18 -2.99 -0.87 0.11
C -3.20 1.91 -4.29 -0.04
C 1.72 1.26 1.72 -0.19
C -2.65 0.71 -3.83 -0.05
H 5.82 1.69 -0.43 0.14
Os 1.07 -0.49 0.81 1.54
C -1.58 -1.54 2.09 -0.15
C 4.77 1.92 -0.42 0.03
O 2.44 -1.21 -0.63 -0.10
C -3.21 -3.93 -1.09 -0.06
C 3.77 -1.57 2.16 -0.11
C -2.61 2.00 0.87 -0.40
H -3.68 1.95 -5.25 0.12
C -3.02 -1.82 0.04 -0.07
O 4.10 -1.32 -2.12 0.02
C 4.84 -2.22 -1.27 0.02
N 2.48 -1.46 2.00 -0.10
H 2.77 -3.63 4.53 0.13
C -4.66 2.22 2.69 -0.03
H -1.96 -0.52 2.04 0.10
S -1.21 1.81 -0.21 1.11
H -0.06 -2.86 3.67 0.15
H -3.63 -4.54 -1.88 0.11
H 0.53 0.04 -3.19 0.10
H 2.55 3.86 -2.10 0.13
H -3.55 3.98 -3.85 0.12
H -1.85 -1.93 3.06 0.13
N 2.42 -0.01 -2.61 0.05
H -1.20 -4.20 1.62 0.12
N -0.10 -1.50 2.06 -0.15
N -0.64 0.31 0.05 -0.44
H -3.33 -0.79 0.15 0.09
```



The following is a quantum chemistry calculation of a molecular structure, C33H34N6O6OsPSSe in a non-equilibrium geometry, from OMol25.

Output
* LUMO level (spin up / spin down): -4.275 / -4.230 eV
* net charge: +1
* gap between HOMO and LUMO (spin up / spin down): 6.40 / 6.40 eV
* electronic energy: -5289.15711 Eh

Geometry as XYZ:
```
83
Properties=species:S:1:pos:R:3:lowdin_charge:R:1
H -6.37 0.14 2.85 0.08
N -0.24 -2.07 -4.52 -0.14
C -1.46 -2.18 3.29 -0.07
C 0.43 -0.94 2.46 -0.19
C 4.05 1.23 2.74 -0.13
O 4.43 -0.19 -0.34 -0.37
H -3.90 0.04 4.02 0.12
H 1.71 -2.73 -4.89 0.15
H 2.76 2.30 -0.23 0.10
H 2.26 -1.00 4.56 0.11
C -0.12 3.30 -3.47 -0.05
C -1.52 -2.56 -4.19 -0.11
C 0.25 -1.02 -3.64 -0.26
H -1.90 -3.20 -4.99 0.15
C -0.21 -0.78 1.22 -0.25
C -3.25 3.05 1.70 -0.04
H 4.37 0.28 4.65 0.13
C 4.63 2.90 0.59 -0.04
P 0.70 -1.64 -1.94 0.85
C -0.83 4.08 -2.55 -0.03
H 1.06 1.52 -3.67 0.11
N 2.05 0.53 1.60 -0.01
H -2.07 -1.01 0.17 0.09
N 0.36 1.74 -1.74 0.01
C -2.42 1.23 3.05 -0.06
H -3.14 -2.32 1.96 0.11
N 0.81 -3.95 -3.47 -0.13
N -0.25 1.90 0.37 -0.14
C 0.47 2.15 -3.01 -0.13
H -0.81 -5.14 -3.95 0.15
C -1.07 -2.55 -1.77 -0.20
O 0.33 2.12 2.78 -0.26
H 2.54 -3.11 -2.67 0.07
H -2.21 -1.74 -4.01 0.15
C 1.72 -0.26 2.62 -0.23
H 0.31 -1.80 4.42 0.11
Os 1.00 0.03 -0.20 1.46
C -0.29 2.49 -0.84 -0.41
H -5.38 3.26 1.63 0.12
C 5.24 1.99 2.73 -0.01
N -1.47 -3.41 -2.93 -0.08
C -1.51 -1.24 1.08 -0.12
H 4.88 3.55 -0.24 0.12
C 3.46 2.20 0.59 -0.04
H -1.31 5.00 -2.87 0.12
O 4.38 -2.47 -1.73 -0.39
H -0.38 -5.09 -2.22 0.15
O -0.42 4.13 1.56 -0.26
S -0.52 2.72 1.80 0.65
C 3.17 1.31 1.64 -0.22
C 0.73 -3.15 -4.68 -0.13
O 2.48 -1.98 0.14 -0.47
H -0.03 3.59 -4.50 0.11
H 6.47 3.33 1.64 0.11
H -3.06 3.92 1.09 0.11
H 0.43 -3.78 -5.51 0.14
H -2.39 -3.83 -2.77 0.18
C 5.54 2.79 1.66 -0.05
C -4.80 1.59 2.84 -0.26
H -1.04 -3.18 -0.87 0.10
H -1.94 -2.74 4.08 0.11
H -1.57 0.71 3.47 0.10
C -2.14 -1.95 2.09 -0.08
H -1.42 4.29 -0.50 0.09
C 2.54 -0.35 3.75 0.03
H -6.93 1.81 2.69 0.08
H -1.84 -1.79 -1.64 0.08
C -2.20 2.31 2.20 -0.27
H -0.51 -0.25 -3.54 0.09
C 3.70 0.37 3.80 0.04
C -4.55 2.68 2.02 -0.02
C -0.44 -4.51 -3.14 -0.11
H -6.37 1.21 4.25 0.09
H 5.91 1.91 3.58 0.12
C -6.20 1.17 3.17 -0.04
C -0.91 3.69 -1.23 0.01
O 2.36 -0.69 -2.04 -0.63
C -0.19 -1.66 3.47 -0.01
C 1.50 -3.28 -2.38 -0.23
C -3.72 0.88 3.36 -0.03
Se 3.57 -1.38 -0.92 0.82
H 1.52 -3.92 -1.50 0.11
H 1.14 -0.58 -4.09 0.09
```



The following is a quantum chemistry calculation of a molecular structure, C33H34N7SSe2Yb, from OMol25.

Output
* 2S+1: 2
* LUMO level (spin up / spin down): -5.997 / -6.393 eV
* net charge: +2
* gap between HOMO and LUMO (spin up / spin down): 6.09 / 5.69 eV
* electronic energy: -8020.56577 Eh

Geometry as XYZ:
```
78
Properties=species:S:1:pos:R:3:lowdin_charge:R:1
H 0.31 0.05 4.11 0.12
H 5.93 0.81 -1.53 0.12
H 3.59 -3.32 4.19 0.11
H 2.10 -4.67 0.34 0.12
N -2.12 2.61 1.92 0.12
H -5.93 2.77 -2.20 0.12
H -3.45 -0.07 2.06 0.11
C -5.10 -0.94 1.00 -0.01
C -0.05 0.22 3.09 -0.08
C 4.48 2.33 -1.90 -0.06
N 0.85 2.20 -0.96 -0.26
H 4.46 -0.52 -0.13 0.10
C 3.61 -2.53 -1.80 -0.03
H -1.58 0.38 -2.64 0.06
C 3.15 2.69 -1.74 -0.03
C -4.48 -2.06 -1.01 -0.06
C 2.76 0.80 -0.26 -0.25
C 2.28 1.90 -1.00 -0.22
C 1.23 -2.95 -0.61 -0.66
H 1.21 -3.05 3.77 0.11
C 4.14 -1.62 3.00 -0.06
N -2.79 -1.03 0.36 -0.05
N 0.03 -1.04 2.30 -0.28
H -1.12 2.51 2.03 0.08
C 2.37 -0.64 1.64 -0.25
C 4.92 1.14 -1.35 -0.06
H -3.19 0.43 -4.51 0.12
Yb -0.19 -0.16 -0.09 1.69
H -1.09 0.57 3.14 0.07
H 1.24 4.26 -0.56 0.10
H 2.81 3.60 -2.20 0.11
C -5.00 2.23 -2.29 -0.06
C 1.90 -2.41 3.25 -0.03
N 1.89 0.17 0.62 -0.10
H -5.83 -0.62 1.72 0.12
C 0.66 3.42 -0.15 -0.06
C 0.36 2.47 -2.33 -0.07
C -3.17 -1.74 -0.71 -0.65
H 5.17 -1.63 3.30 0.12
C -2.65 2.35 0.71 -0.70
N 1.35 -1.85 -1.36 -0.08
H -4.71 -2.62 -1.90 0.12
H 4.39 0.08 1.76 0.11
C -4.66 1.58 -3.46 -0.05
C -3.76 -0.64 1.19 -0.14
C 3.25 -2.55 3.52 -0.07
H -0.63 -3.02 2.70 0.05
H -1.90 -1.79 2.69 0.06
C 2.54 -1.67 -1.97 -0.12
H 0.85 3.33 -2.79 0.09
H 0.54 1.60 -2.96 0.10
H 4.32 -4.27 -0.75 0.13
C -0.87 -2.00 2.98 -0.12
C 3.49 -3.61 -0.94 -0.01
H 4.53 -2.35 -2.33 0.13
S -4.23 2.97 0.32 1.15
C -3.44 0.91 -3.58 -0.05
H -5.33 1.61 -4.30 0.12
Se -1.71 -2.39 -1.81 0.75
H -0.79 -1.92 4.07 0.11
C -5.47 -1.67 -0.12 -0.01
H 2.62 -0.81 -2.62 0.13
C 4.08 0.40 -0.54 -0.07
Se -0.56 -3.40 -0.05 0.79
C 2.26 -3.84 -0.33 -0.08
C 3.70 -0.68 2.09 -0.02
H -0.71 2.69 -2.30 0.07
C -4.10 2.20 -1.24 -0.45
H -6.50 -1.94 -0.30 0.13
H -0.38 3.71 -0.14 0.07
C -2.55 0.87 -2.52 -0.10
H 5.15 2.97 -2.46 0.11
C 1.44 -1.44 2.37 -0.23
H 0.59 0.99 2.65 0.08
N -2.08 1.60 -0.20 -0.02
H -2.56 3.31 2.50 0.12
C -2.88 1.52 -1.33 -0.35
H 1.02 3.24 0.86 0.09
```



The following is a quantum chemistry calculation of a molecular structure, C33H35B2F4GeN4O9Ti in a non-equilibrium geometry, from OMol25.

Output
* 2S+1: 2
* LUMO level (spin up / spin down): -1.448 / -1.479 eV
* net charge: 0
* gap between HOMO and LUMO (spin up / spin down): 6.17 / 7.26 eV
* electronic energy: -5550.60900 Eh

Geometry as XYZ:
```
89
Properties=species:S:1:pos:R:3:lowdin_charge:R:1
C 2.92 -1.76 -1.72 -0.17
O -3.97 -2.55 -1.87 0.08
C 2.78 2.72 2.73 -0.17
H -1.83 2.50 -1.35 0.14
H 3.74 1.03 0.12 0.05
C -3.19 -1.72 -2.30 -0.55
H -2.59 1.23 -3.62 0.16
H -3.32 1.91 3.41 0.11
C -0.88 3.29 0.80 -0.14
C 4.23 -1.94 -2.41 0.01
C -1.21 -4.86 -1.35 -0.19
F 0.23 -3.11 1.93 0.19
C 3.87 1.66 4.64 -0.03
H -1.07 -6.68 -2.44 0.09
N -0.38 -4.20 -2.09 0.00
Ge 1.10 1.27 0.79 1.16
O -2.81 0.96 -0.37 -0.05
H 3.69 -0.45 4.77 0.11
H 4.86 -2.66 -1.89 0.11
H -4.27 2.66 -2.71 0.12
C -1.53 1.56 2.31 -0.07
C -1.99 4.04 1.17 -0.08
H 1.30 3.12 -0.98 0.02
O -2.05 -2.00 -2.84 -0.11
H -3.75 4.11 2.39 0.11
H 2.72 6.01 1.87 0.11
H -2.70 -3.94 1.66 0.09
C 2.68 0.33 3.03 -0.10
H -0.23 3.71 0.05 0.08
C 3.55 2.83 3.91 -0.16
C -1.72 -4.04 -0.22 -0.20
H 4.04 6.19 3.97 0.10
C -2.64 2.30 2.67 -0.07
H 4.05 -2.32 -3.41 0.10
C -3.96 0.26 -0.86 -0.24
H -4.08 3.42 -1.12 0.10
B -0.12 -1.93 1.31 -1.12
C 3.99 4.10 4.34 -0.03
N -1.37 -2.81 -0.30 -0.03
C 3.70 5.23 3.63 -0.08
H 4.77 -1.01 -2.48 0.07
C -3.53 -0.24 -2.26 -0.07
C -0.99 0.32 -2.65 -0.55
C 2.95 5.12 2.44 -0.07
F 0.13 -2.58 -4.02 0.10
C -4.03 2.47 -1.66 -0.08
H 4.76 -0.01 -0.86 0.07
H 4.45 1.76 5.54 0.11
H -2.66 -6.37 -1.71 0.10
C -2.57 -4.64 0.84 0.03
O 0.83 -1.78 0.11 -0.05
N 1.87 -2.40 -2.15 0.04
H -1.31 -6.89 -0.70 0.09
H 4.57 4.16 5.25 0.11
C -2.88 3.54 2.10 -0.08
O 2.15 -3.31 -3.12 0.07
H 2.34 -0.65 2.74 0.10
C 2.76 -0.82 -0.56 -0.16
H 4.33 -0.46 0.78 0.11
C -2.65 1.80 -1.50 -0.26
H -2.15 5.01 0.72 0.11
O -0.27 0.51 -3.62 0.10
H -2.13 -5.56 1.22 0.10
O 0.17 -4.79 -3.18 0.11
C 2.51 3.91 2.01 -0.04
C 3.45 0.44 4.21 -0.06
H 1.23 1.54 -1.74 0.02
H -3.54 -4.87 0.41 0.11
C 1.65 2.10 -0.91 -0.15
H 1.95 3.86 1.08 0.08
N 1.70 -0.74 0.21 0.02
H -1.38 0.60 2.78 0.10
H -4.38 -0.14 -2.93 0.16
C -1.58 -6.28 -1.57 0.02
C -2.43 0.79 -2.63 -0.09
H -5.82 1.15 -1.64 0.12
C 2.33 1.44 2.30 -0.22
H 2.73 2.13 -1.02 0.03
B 0.94 -3.76 -3.91 -1.05
O -1.50 -2.00 0.81 0.10
C 3.96 0.00 -0.14 0.00
F 0.07 -0.85 2.14 0.14
H -4.24 -0.54 -0.17 0.16
H -5.31 1.73 -0.04 0.11
F 1.38 -4.27 -5.08 0.23
C -4.96 1.41 -1.02 -0.10
Ti -0.34 -2.11 -1.90 1.17
O -0.49 -0.23 -1.53 -0.16
C -0.63 2.03 1.35 -0.23
```



The following is a quantum chemistry calculation of a molecular structure, C33H35BCl2O2 in a non-equilibrium geometry, from OMol25.

Output
* LUMO level: 0.582 eV
* net charge: 0
* gap between HOMO and LUMO: 9.29 eV
* electronic energy: -2374.31339 Eh

Geometry as XYZ:
```
73
Properties=species:S:1:pos:R:3:lowdin_charge:R:1
H -1.53 -0.46 5.96 0.10
H -1.03 -1.02 12.73 0.09
H -2.34 -1.31 11.55 0.10
H 1.09 0.49 8.78 0.09
H 2.02 0.44 5.71 0.12
C 2.51 -1.68 2.31 -0.02
O -0.56 -1.88 9.52 0.13
C -2.78 -3.39 8.31 -0.03
C -1.23 0.37 1.96 -0.02
C -1.30 1.38 11.09 -0.01
C -2.24 -1.78 2.45 -0.04
C 1.33 -2.90 5.78 -0.03
C -2.48 0.89 1.60 -0.09
H 0.11 0.03 4.69 0.12
C -0.33 -1.05 10.66 -0.47
Cl 5.62 0.78 1.84 0.68
C 0.15 -1.39 3.17 -0.19
H 4.60 -1.88 1.84 0.10
C 1.75 0.57 2.78 -0.06
C -0.65 0.41 10.11 -0.45
C -3.61 0.07 1.68 -0.70
C 1.08 -1.31 11.15 -0.01
C -3.93 -4.12 7.97 -0.08
C 4.05 0.18 2.18 -0.69
C 2.49 -3.35 6.43 -0.07
H 3.24 2.13 2.67 0.10
H 0.27 2.04 9.04 0.09
H 1.21 -2.38 11.35 0.10
C 3.56 -2.47 6.64 -0.10
H 4.19 -0.39 6.64 0.10
H -2.56 1.91 1.27 0.10
H -2.04 -1.80 4.86 0.08
H -4.36 -1.90 2.13 0.10
H -1.42 2.36 10.59 0.10
H -2.15 -2.81 2.81 0.12
C -5.13 -3.44 7.70 -0.08
H 2.57 -4.40 6.70 0.10
C -5.17 -2.04 7.73 -0.08
H 1.27 1.35 10.34 0.10
C 1.49 -0.79 2.65 -0.17
H -0.37 1.02 1.90 0.09
H -4.06 -0.23 8.12 0.12
C -4.03 -1.31 8.07 -0.03
C 0.07 -1.05 4.64 -0.28
O -1.61 0.17 9.06 0.14
H 1.23 -0.77 12.09 0.09
H -0.67 1.52 11.98 0.10
H -1.86 -3.91 8.56 0.12
H -6.04 -4.01 7.50 0.10
H -6.11 -1.50 7.53 0.10
C -1.21 -1.39 5.46 0.00
H -2.29 1.03 11.42 0.09
H 4.51 -2.85 6.99 0.10
H 2.30 -2.74 2.28 0.12
C 3.80 -1.20 2.08 -0.09
C 2.20 -0.63 5.88 -0.03
C -1.28 -1.51 11.78 -0.01
C -1.12 -0.93 2.44 -0.17
C -3.49 -1.27 2.08 -0.09
C 1.25 -1.55 5.43 -0.22
C 0.57 1.10 9.53 -0.01
H 0.97 1.26 3.12 0.11
B -1.64 -1.20 8.97 -0.64
H -1.00 -2.10 6.28 0.06
C 3.39 -1.10 6.43 -0.07
Cl -5.13 0.71 1.28 0.69
H -3.89 -5.21 7.95 0.10
H 0.50 -3.57 5.54 0.13
H 0.21 -2.49 3.02 0.15
H 1.85 -0.99 10.43 0.08
C 3.04 1.07 2.55 -0.08
C -2.83 -1.99 8.39 -0.10
H -1.18 -2.60 11.91 0.10
```